A.
DFT (wB97M-V/def2-TZVPD) results for a single C4H5N molecule.

As for the SMILES: C=C(C)C#N. The calculation puts the LUMO energy at 0.67 eV. The value obtained for the gap between HOMO and LUMO is 10.914 eV.

Each atom is followed by the atoms it is bonded to, with distances in Å.
Element x y z (Å)
1 C -0.653 -1.037 0.009  C2 1.465, H5 1.101, H6 1.084, H7 1.111
2 C 0.196 0.156 -0.003  C1 1.465, C3 1.330, C4 1.456
3 C -0.306 1.387 0.018  C2 1.330, H8 1.086, H9 1.062
4 C 1.643 0.014 -0.059  C2 1.456, N10 1.158
5 H -0.518 -1.650 0.913  C1 1.101
6 H -0.417 -1.727 -0.793  C1 1.084
7 H -1.730 -0.789 -0.102  C1 1.111
8 H 0.355 2.249 0.020  C3 1.086
9 H -1.358 1.522 -0.033  C3 1.062
10 N 2.790 -0.124 0.029  C4 1.158



B.
DFT (wB97M-V/def2-TZVPD) results for a single C4H5N molecule.

As for the SMILES: c1cc[nH]c1. The calculation puts the LUMO energy at 1.14 eV. The value obtained for the gap between HOMO and LUMO is 9.940 eV.

Each atom is followed by the atoms it is bonded to, with distances in Å.
Element x y z (Å)
1 N -0.020 -1.020 0.776  C2 1.415, C5 1.413, H6 1.047
2 C -1.088 -0.413 0.075  N1 1.415, C3 1.350, H7 1.080
3 C -0.662 0.674 -0.604  C2 1.350, C4 1.437, H8 1.077
4 C 0.707 0.885 -0.220  C3 1.437, C5 1.357, H9 1.082
5 C 1.072 -0.142 0.589  N1 1.413, C4 1.357, H10 1.085
6 H -0.078 -1.711 -0.008  N1 1.047
7 H -2.033 -0.930 0.150  C2 1.080
8 H -1.237 1.250 -1.310  C3 1.077
9 H 1.318 1.721 -0.532  C4 1.082
10 H 2.021 -0.315 1.084  C5 1.085



How do the energies compare? Relative to the most stable structure, in kJ/mol: A 0.0; B 52.5.



A.
DFT (wB97M-V/def2-TZVPD) results for a single C4H5N molecule.

As for the SMILES: C#C[C@H]1CN1. The calculation puts the LUMO energy at 1.14 eV. The value obtained for the gap between HOMO and LUMO is 10.861 eV.

Each atom is followed by the atoms it is bonded to, with distances in Å.
Element x y z (Å)
1 C 2.278 -0.338 0.165  C2 1.204, H6 1.068
2 C 1.082 -0.355 0.309  C1 1.204, C3 1.449
3 C -0.356 -0.397 0.479  C2 1.449, C4 1.457, N5 1.454, H7 1.081
4 C -1.097 0.815 0.156  C3 1.457, N5 1.560, H8 1.083, H9 1.090
5 N -1.170 -0.471 -0.723  C3 1.454, C4 1.560, H10 1.010
6 H 3.339 -0.319 0.046  C1 1.068
7 H -0.714 -1.021 1.286  C3 1.081
8 H -0.559 1.642 -0.293  C4 1.083
9 H -2.185 0.747 0.127  C4 1.090
10 H -0.619 -0.302 -1.553  N5 1.010



B.
DFT (wB97M-V/def2-TZVPD) results for a single C4H5N molecule.

As for the SMILES: [H]/N=C/C=C=C. The calculation puts the LUMO energy at 0.74 eV. The value obtained for the gap between HOMO and LUMO is 9.560 eV.

Each atom is followed by the atoms it is bonded to, with distances in Å.
Element x y z (Å)
1 N 0.298 -1.300 -0.931  C2 1.274, H6 1.014
2 C -0.679 -1.197 -0.120  N1 1.274, C3 1.474, H7 1.095
3 C -0.866 0.052 0.640  C2 1.474, C4 1.307, H8 1.079
4 C 0.059 0.930 0.356  C3 1.307, C5 1.294
5 C 1.191 1.476 0.048  C4 1.294, H9 1.078, H10 1.083
6 H 0.304 -2.195 -1.407  N1 1.014
7 H -1.471 -1.941 0.011  C2 1.095
8 H -1.711 0.256 1.279  C3 1.079
9 H 1.472 1.909 0.994  C5 1.078
10 H 1.403 2.010 -0.870  C5 1.083



How do the energies compare? Relative to the most stable structure, in kJ/mol: A 71.6; B 0.0.